Entry 1:
Molecular formula: C13H21BN4O3ReS2
Method: DFT, ωB97M-V/def2-TZVPD

Computed properties:
* gap between HOMO and LUMO (spin up / spin down): 6.62 / 6.96 eV
* ΔE to the lowest compared entry with this formula, charge and spin: 4.5 kcal per mole
* 2S+1: 2
* LUMO level (spin up / spin down): -8.59 / -8.25 eV
* E_HOMO (spin up / spin down): -15.2 / -15.2 eV
* charge: +2

XYZ file:
```
45
Properties=species:S:1:pos:R:3:forces:R:3:mulliken_charge:R:1
Re -0.3818 1.1979 0.1564 0.784 -0.510 -0.499 0.977
C 2.3452 -0.0602 -2.9800 -0.082 -0.168 0.254 -0.877
N 2.1343 -0.9888 -1.8590 0.112 0.092 -0.294 0.193
C 2.1832 -2.3564 -1.9714 -0.037 0.120 -0.028 -0.426
C 2.0225 -2.8555 -0.7197 0.000 0.030 0.123 -0.721
N 1.8993 -1.8042 0.1553 0.046 -0.225 0.336 0.105
B 1.9777 -2.1326 1.7325 -0.062 0.100 -0.033 0.738
N 1.1669 -1.1463 2.6888 0.454 -0.019 -0.161 0.112
C 1.6638 -0.8817 3.9478 -0.032 -0.167 -0.144 -0.681
C 0.6940 -0.2652 4.6649 -0.209 0.023 -0.063 -0.341
N -0.3964 -0.1396 3.8322 -0.074 0.245 0.214 0.237
C -1.6899 0.4478 4.2116 0.260 -0.110 -0.054 -0.786
C -0.0658 -0.6597 2.6431 -0.263 -0.257 -0.029 0.082
S -1.0857 -0.6668 1.2016 -0.140 0.304 0.370 -0.494
C 1.9690 -0.6876 -0.5578 0.063 0.023 -0.043 0.077
S 1.8164 0.9352 0.1007 -0.106 -0.081 -0.085 -0.298
H 1.7773 -0.4193 -3.8339 0.027 0.015 -0.037 0.360
H 3.4027 -0.0215 -3.2272 0.025 0.002 -0.025 0.330
H 2.0044 0.9322 -2.6999 0.003 0.007 0.013 0.317
H 2.3379 -2.8480 -2.9170 -0.014 0.023 0.018 0.516
H 2.0076 -3.8727 -0.3684 0.000 0.017 -0.023 0.511
H 1.5133 -3.2369 1.8344 0.042 0.150 0.024 -0.118
H 3.1276 -2.0345 2.0666 -0.126 -0.029 -0.082 -0.120
H 2.6559 -1.1898 4.2286 -0.032 0.019 0.003 0.501
H 0.6748 0.0819 5.6835 0.001 0.005 -0.028 0.478
H -1.5923 0.8363 5.2201 -0.023 -0.003 0.008 0.324
H -2.4611 -0.3181 4.1913 -0.024 0.006 -0.013 0.352
H -1.9412 1.2629 3.5400 -0.008 0.027 -0.043 0.301
C -3.0804 0.1651 -3.0070 -0.038 -0.072 -0.014 -0.669
C -2.5897 1.6060 -3.1817 -0.096 0.062 -0.069 -0.609
C -1.1348 1.5057 -2.8325 0.168 -0.278 0.283 -0.375
O -1.1420 0.5865 -1.6427 -0.478 0.231 -0.267 0.047
C -2.2849 -0.3863 -1.8324 0.308 0.232 -0.015 -0.500
H -2.8812 -0.4155 -3.9063 0.006 -0.005 0.001 0.309
H -4.1478 0.1150 -2.8040 -0.002 0.008 -0.036 0.363
H -3.1023 2.2931 -2.5066 0.018 -0.007 0.002 0.277
H -2.7241 1.9661 -4.2006 -0.039 -0.006 0.025 0.409
H -0.6431 2.4203 -2.5146 -0.034 0.057 -0.015 0.445
H -0.5509 1.0026 -3.6011 0.020 -0.020 -0.025 0.221
H -2.8320 -0.3955 -0.8950 -0.055 0.030 0.026 0.406
H -1.8271 -1.3544 -2.0100 0.008 -0.048 0.004 0.309
O -0.1248 2.4826 1.7620 0.010 0.509 0.153 -0.383
C -0.1957 3.5161 1.0206 -0.170 -0.641 -0.411 0.154
O -0.3453 3.2552 -0.2304 -0.204 0.280 0.703 -0.474
H -0.1532 4.5287 1.4174 -0.006 0.029 -0.025 0.423
```
Forces are in eV/Å.

Entry 2:
Molecular formula: C13H21Br2N4O6
Method: DFT, ωB97M-V/def2-TZVPD

Computed properties:
* gap between HOMO and LUMO: 8.54 eV
* LUMO level: -4.03 eV
* E_HOMO: -12.6 eV
* charge: +1

XYZ file:
```
46
Properties=species:S:1:pos:R:3:forces:R:3:mulliken_charge:R:1
C 3.3951 2.2466 2.2597 -0.202 0.316 0.191 -1.211
C 2.5336 2.4186 1.0142 0.347 -0.796 -0.174 0.009
Br 3.7028 2.1966 -0.5404 0.045 0.478 0.154 -0.074
C 1.3649 1.3832 1.0406 0.562 0.861 -0.416 -0.059
Br 1.0815 0.4943 -0.6332 -0.546 -0.587 -0.281 -0.006
C 0.0429 1.9372 1.4126 -0.555 0.574 0.444 0.059
N -0.9898 1.1828 1.7376 0.218 -0.831 0.384 -0.465
C -1.9995 1.9845 2.0346 -0.066 0.550 -0.305 0.359
N -3.2277 1.6180 2.4333 -0.002 0.338 0.278 -0.369
N -1.6004 3.2734 1.8896 -0.105 -0.500 -0.193 -0.168
N -0.3047 3.2322 1.4811 0.163 -0.287 -0.101 0.066
H 3.6264 3.2054 2.6982 0.170 0.273 0.129 0.318
H 2.8840 1.6544 3.0077 -0.120 -0.088 0.295 0.353
H 4.3240 1.7579 2.0219 0.270 -0.235 -0.012 0.403
H 2.1792 3.4350 0.9378 -0.182 0.226 -0.164 0.355
H 1.5994 0.6553 1.7998 -0.004 -0.556 -0.056 0.512
H -4.0712 1.8846 1.9524 0.017 0.155 -0.010 0.244
H -3.2920 0.9162 3.1469 -0.080 -0.475 -0.215 0.246
H -2.1210 4.1185 2.0514 0.071 0.251 0.023 0.218
H 0.2509 4.0514 1.3020 -0.112 0.226 -0.050 0.202
C 3.5584 -3.1356 -1.7220 0.201 -0.048 0.080 -1.327
C 2.8908 -4.1844 -0.8710 0.028 0.105 0.050 0.465
C 1.9596 -3.6587 0.2050 -0.090 -0.062 0.001 -0.250
O 2.0573 -4.6624 1.2166 -0.088 0.128 0.013 -0.342
C 3.2673 -5.2700 1.0923 -0.049 0.134 -0.172 0.608
O 3.7362 -6.0082 1.8864 0.075 -0.125 0.136 -0.500
O 3.8534 -4.8931 -0.0701 0.026 -0.043 -0.130 -0.365
H 4.2086 -2.5103 -1.1096 -0.058 0.057 0.033 0.335
H 4.1709 -3.5947 -2.4955 -0.020 -0.017 -0.024 0.351
H 2.8069 -2.5094 -2.2043 -0.025 -0.005 -0.015 0.328
H 2.3757 -4.9167 -1.4977 -0.033 -0.033 0.031 0.252
H 0.9281 -3.5590 -0.1238 -0.044 -0.096 0.066 0.298
H 2.3024 -2.7072 0.6230 0.066 0.032 -0.082 0.150
C -2.4672 0.4087 -3.3191 0.118 -0.368 0.076 -1.334
C -3.8187 0.5443 -2.6731 0.073 0.107 0.006 0.412
C -3.8518 1.6106 -1.6010 -0.136 0.053 0.105 -0.137
O -4.8391 1.1193 -0.6930 0.121 -0.021 0.109 -0.378
C -4.8879 -0.2493 -0.8269 0.223 0.477 -0.146 0.663
O -5.4551 -0.9592 -0.0754 -0.140 -0.240 0.208 -0.498
O -4.1789 -0.6251 -1.9085 0.000 -0.023 -0.149 -0.352
H -1.7463 0.0584 -2.5743 -0.006 0.138 -0.062 0.236
H -2.4649 -0.3019 -4.1420 -0.101 -0.018 -0.026 0.388
H -2.1537 1.3779 -3.7073 0.037 0.022 -0.001 0.362
H -4.6066 0.7192 -3.4078 -0.022 -0.050 -0.030 0.272
H -4.1351 2.5936 -1.9690 -0.091 -0.010 0.037 0.390
H -2.8888 1.6670 -1.0797 0.042 0.015 -0.037 -0.022
```
Forces are in eV/Å.

Entry 3:
Molecular formula: C13H21ClFN3O4PS
Method: DFT, ωB97M-V/def2-TZVPD

Computed properties:
* gap between HOMO and LUMO: 6.96 eV
* SMILES: CCCC[C@@H]1[C@@H](C[C@H](C)Cl)O[C@@H](C(=O)NC(=O)F)[N@@+]1(N=C=S)[PH2]=O
* LUMO level: -6.20 eV
* E_HOMO: -13.2 eV
* charge: +1

XYZ file:
```
45
Properties=species:S:1:pos:R:3:forces:R:3:mulliken_charge:R:1
C 1.1540 -4.2398 2.1994 0.324 -1.147 -0.253 -0.964
C 2.0974 -2.9602 1.7966 -0.469 -0.625 -0.559 -0.320
C 1.2098 -1.9351 0.8753 0.035 -0.432 0.429 -0.277
C 1.9489 -0.4566 0.6258 -0.720 -0.996 -0.617 -0.413
C 0.7925 0.5141 -0.0180 0.524 -3.356 -2.418 0.114
C 1.0275 1.1615 -1.5259 1.080 0.465 0.796 0.094
C 1.1555 0.1234 -2.8002 -0.674 0.872 -0.646 -0.798
C -0.2787 -0.3481 -3.4428 0.419 -1.106 0.747 0.142
C -0.6744 -1.8164 -2.7679 0.474 0.139 -0.005 -0.771
Cl 0.0389 -0.5697 -5.2921 -0.381 0.147 1.796 -0.186
O -0.1284 2.1176 -1.5085 -0.797 -0.756 1.708 -0.477
C -0.7513 2.2698 -0.1541 -1.193 2.279 -3.467 0.377
C -2.2813 1.6242 0.0438 -2.742 -6.816 2.720 0.081
O -2.5140 0.3923 0.5244 2.349 7.716 -3.207 -0.453
N -3.5442 2.4454 -0.2917 1.025 -0.906 3.486 -0.272
C -4.7732 1.7616 0.3423 -5.163 -6.382 -2.758 0.591
O -5.4531 0.7599 -0.2801 5.606 8.063 4.755 -0.380
F -5.3364 2.1773 1.6762 2.673 -0.565 -4.333 -0.221
N 0.3521 1.7609 0.7752 -1.576 -1.621 -0.846 0.718
N 1.5556 2.4627 0.8343 0.242 8.256 2.553 -0.677
C 1.3387 3.7574 1.3233 -0.391 1.053 -3.991 0.222
S 1.0004 5.4561 1.2292 1.541 -6.583 0.880 0.051
P -0.0266 1.5610 2.5192 -1.994 -6.846 4.989 0.367
O -0.6320 0.1515 2.9003 1.831 5.149 -1.822 -0.546
H 1.5224 -4.7854 3.1883 -0.707 1.348 -2.107 0.297
H 0.0142 -3.9928 2.3331 2.298 -0.226 -0.253 0.282
H 1.2461 -5.0580 1.3429 -0.352 1.747 1.784 0.249
H 2.5100 -2.4977 2.7894 -0.731 -0.539 -2.096 0.317
H 2.9771 -3.3615 1.1027 -1.656 0.935 1.813 0.251
H 0.1483 -1.8261 1.3783 2.190 0.163 -0.913 0.239
H 1.0171 -2.4841 -0.1609 0.494 1.335 2.022 0.032
H 2.7566 -0.6431 -0.2305 -1.507 0.766 2.129 0.302
H 2.4206 -0.0579 1.6242 -0.834 -0.691 -2.118 0.198
H -0.0981 -0.2370 -0.2394 1.266 2.076 1.045 -0.199
H 1.9900 1.8431 -1.6943 -2.008 -1.403 1.090 0.232
H 1.7503 0.7007 -3.6590 -1.319 -1.210 2.084 0.492
H 1.7909 -0.8104 -2.4943 -1.235 1.820 -0.446 0.215
H -1.1338 0.4494 -3.3579 1.839 -1.617 -0.107 0.241
H -1.2068 -1.6306 -1.7279 0.907 -0.425 -2.166 0.151
H 0.3238 -2.4314 -2.5528 -2.143 1.412 -0.555 0.190
H -1.3262 -2.4831 -3.4768 1.070 1.553 1.471 0.382
H -1.0114 3.4212 -0.1415 1.220 -2.092 0.608 0.337
H -3.4150 3.4038 0.1353 -0.432 -1.111 -0.735 0.352
H 1.2684 1.6422 3.2089 -1.035 0.445 -1.206 0.208
H -0.8222 2.6680 3.0478 0.654 -0.287 -1.281 0.231
```
Forces are in eV/Å.

charge of number 1 (C13H21BN4O3ReS2)?
+2